No. 1
The following is a DFT calculation (the ωB97M-V functional and the def2-TZVPD basis) of a cluster of 2 separate species, CH7N2PS in total.

Element x y z (Å)
C  -1.339  -1.538  0.088
N  0.586  1.139  1.367
N  0.544  1.185  -1.218
P  0.840  0.106  0.033
S  2.563  -0.714  0.026
H  -2.104  -0.825  0.384
H  -1.173  -1.715  -1.054
H  -0.965  -2.338  0.660
H  -0.163  1.832  1.204
H  0.312  0.596  2.183
H  1.236  1.139  -1.985
H  -0.339  1.132  -1.688

As for the total charge: 0. For the total energy, the calculation gives -891.3124 Ha. As for the frontier orbital gap (alpha / beta): 7.81 / 7.81 eV.

***

No. 2
The following is a DFT calculation (the ωB97M-V functional and the def2-TZVPD basis) of a cluster of 2 separate species, CH7N3 in total.

Element x y z (Å)
H  1.911  1.127  0.383
N  2.560  0.590  -0.290
N  2.977  -0.456  0.221
H  3.655  -1.022  -0.308
C  -2.101  0.234  0.104
N  -0.997  -0.622  -0.332
H  -2.068  1.125  -0.593
H  -2.996  -0.419  -0.077
H  -2.067  0.733  1.078
H  -0.199  -0.062  -0.617
H  -0.675  -1.227  0.431

As for the total charge: 0. For the total energy, the calculation gives -206.4741 Ha. As for the frontier orbital gap: 9.93 eV. The SMILES is [H]/N=N/[H].CN.

***

No. 3
The following is a DFT calculation (the ωB97M-V functional and the def2-TZVPD basis) of a cluster of 2 separate species, CH7N3 in total.

Element x y z (Å)
H  -2.286  -1.385  0.228
N  -1.384  -1.037  -0.085
C  -1.453  0.240  -0.126
N  -0.415  1.042  -0.470
H  -2.355  0.795  0.151
H  -0.650  1.952  -0.821
H  0.554  0.695  -0.534
N  1.851  -0.422  0.243
H  1.269  -1.144  0.656
H  2.247  0.144  0.985
H  2.622  -0.880  -0.227

As for the total charge: 0. For the total energy, the calculation gives -206.5630 Ha. As for the frontier orbital gap: 9.93 eV. The SMILES is [H]/N=C/N.N.

***

Number 2 is which compound? CH7N3

***

Look up the total charge of the first one. 0